1.
Formula: C18H34Br16Cl6
Source: the OMol25 dataset
Level of theory: wB97M-V/def2-TZVPD

## Properties
total energy	-44649.858662	a.u.
orbital gap	0.2880	hartree
total charge	0
LUMO	-0.14	eV

Element x y z (Å)
Br1 1.3400 1.9437 5.9842
C1 0.1499 1.0210 4.7251
C2 1.0446 0.5088 3.5518
Br2 -0.2203 0.0249 2.0643
H1 -0.4724 1.8574 4.4069
H2 -0.4459 0.2675 5.2402
H3 1.5639 -0.4052 3.8400
H4 1.7222 1.3039 3.2406
Br3 1.7818 -4.5380 -1.3388
C3 -0.0578 -4.0039 -1.6135
C4 -0.7419 -3.9932 -0.3021
Br4 -2.6220 -3.4248 -0.5219
H5 -0.5441 -4.7382 -2.2557
H6 -0.1123 -3.0628 -2.1608
H7 -0.3066 -3.3202 0.4366
H8 -0.7811 -5.0362 0.0121
Br5 -1.5680 -1.6302 4.6362
C5 -2.8042 -1.1693 3.1323
C6 -2.2244 -1.4832 1.7531
Br6 -2.6918 -0.1656 0.4284
H9 -3.0545 -0.1091 3.1685
H10 -3.7379 -1.7116 3.2809
H11 -2.5899 -2.4441 1.3912
H12 -1.1400 -1.5718 1.6867
Br7 -0.5162 -1.8308 -0.9606
C7 -0.4479 -0.1175 -0.1491
C8 0.9908 0.2187 -0.0892
Br8 1.2425 1.9876 0.6840
H13 -0.8730 -0.0975 0.8544
H14 -0.9255 0.6728 -0.7282
H15 1.5284 0.1032 -1.0304
H16 1.4128 -0.4768 0.6363
Br9 1.9008 1.8451 -4.1612
C9 3.3986 2.1566 -2.8874
C10 2.7674 2.1777 -1.4618
Br10 4.1260 2.1914 -0.0747
H17 3.8555 3.1154 -3.1327
H18 4.1456 1.3642 -2.8401
H19 2.2958 1.2076 -1.3047
H20 1.9763 2.9022 -1.2687
Br11 0.1009 4.1313 2.8615
C11 -0.7243 2.9314 1.4701
C12 -2.1685 2.6313 1.7872
Br12 -2.2068 1.5084 3.3243
H21 -0.0841 2.0577 1.5922
H22 -0.5171 3.3400 0.4810
H23 -2.6241 2.0737 0.9689
H24 -2.7168 3.5707 1.8583
Br13 -2.3518 -3.0248 -3.3121
C13 -2.0323 -1.1244 -2.6346
C14 -3.1741 -0.2299 -3.1916
Br14 -2.9311 1.6676 -2.6979
H25 -1.0527 -0.6944 -2.8435
H26 -2.0251 -1.0316 -1.5485
H27 -4.1264 -0.5129 -2.7431
H28 -3.2084 -0.2811 -4.2799
Br15 -0.0674 0.4680 -2.3879
C15 -0.4472 1.9498 -3.6628
C16 -0.6726 3.1123 -2.7307
Br16 -0.8876 4.8750 -3.5470
H29 -1.4400 1.8460 -4.1006
H30 0.2627 2.0347 -4.4856
H31 0.1890 3.1172 -2.0630
H32 -1.5759 2.9268 -2.1496
C17 1.7566 -1.8528 2.4674
Cl1 3.3597 -2.5968 2.2655
Cl2 0.9972 -2.4731 3.9108
Cl3 0.7423 -2.2067 0.9967
H33 1.8355 -0.7661 2.4980
C18 3.9541 -1.7028 -0.9168
Cl4 2.3617 -1.1444 -0.4409
Cl5 4.3412 -1.1885 -2.5523
Cl6 4.0310 -3.4977 -0.8652
H34 4.7368 -1.4539 -0.2001

2.
Formula: C18H34Cl24NO4S
Source: the OMol25 dataset
Level of theory: wB97M-V/def2-TZVPD

## Properties
total energy	-12504.782579	a.u.
orbital gap	0.2637	hartree
total charge	-1
LUMO	1.85	eV

Element x y z (Å)
C1 -2.0871 2.1730 3.4114
C2 -1.9240 0.9139 2.9957
C3 -1.4374 0.6253 1.5992
C4 -0.5666 -0.6275 1.3560
N1 -1.3473 -1.8371 1.1041
C5 0.3846 -0.3066 0.0899
O1 0.4247 -1.1558 -0.8145
O2 0.9772 0.7915 0.1501
S1 0.5441 -1.0067 2.7193
C6 1.6701 0.3323 2.9332
O3 -0.1789 -1.2642 3.9526
O4 1.3458 -2.1385 2.3135
H1 -2.8168 2.4474 4.1645
H2 -1.5012 2.9512 2.9315
H3 -2.1782 0.1166 3.6848
H4 -0.9290 1.5086 1.2193
H5 -2.3377 0.4852 1.0069
H6 -1.2953 -2.5068 1.8620
H7 -2.3112 -1.6059 0.9066
H8 1.1748 1.2437 3.2550
H9 2.3570 -0.0566 3.6864
H10 2.2111 0.4507 2.0014
C7 1.9641 -2.9559 -2.8866
Cl1 1.2260 -4.5608 -3.0757
Cl2 2.6255 -2.3722 -4.4266
H11 1.2116 -2.2604 -2.5305
H12 2.7696 -3.0248 -2.1662
C8 1.8592 -6.9120 -5.8031
Cl3 1.1232 -8.5135 -5.9791
Cl4 2.5285 -6.3231 -7.3315
H13 1.1022 -6.2149 -5.4667
H14 2.6602 -6.9800 -5.0789
C9 -4.5028 -1.9051 5.0972
Cl5 -4.5285 -0.2271 5.6648
Cl6 -3.4548 -2.1093 3.6937
H15 -4.1374 -2.5363 5.8987
H16 -5.5136 -2.1859 4.8237
C10 -5.9189 0.6782 1.6949
Cl7 -5.7142 2.4026 2.0164
Cl8 -4.9153 0.1586 0.3404
H17 -5.6171 0.1258 2.5781
H18 -6.9581 0.4884 1.4534
C11 0.1967 5.9416 1.2591
Cl9 -1.4475 6.3483 1.8049
Cl10 0.3945 4.2185 0.9828
H19 0.3881 6.4607 0.3266
H20 0.8802 6.2596 2.0382
C12 2.8340 0.4701 -6.8173
Cl11 2.9658 2.1790 -6.3845
Cl12 3.8684 0.0528 -8.1942
H21 3.1374 -0.1292 -5.9686
H22 1.8052 0.2578 -7.0813
C13 5.7398 -2.6570 -10.7965
Cl13 5.9096 -0.9424 -10.4130
Cl14 6.7432 -3.1386 -12.1732
H23 6.0428 -3.2342 -9.9314
H24 4.7031 -2.8529 -11.0419
C14 -2.5416 2.4689 -2.1158
Cl15 -2.2124 3.6090 -0.8020
Cl16 -1.9213 0.8644 -1.7506
H25 -3.6140 2.4081 -2.2647
H26 -2.0526 2.8319 -3.0124
C15 -4.5734 7.7451 1.5122
Cl17 -5.1936 6.0942 1.4862
Cl18 -4.1485 8.2770 3.1463
H27 -3.6824 7.7862 0.8963
H28 -5.3381 8.4078 1.1255
C16 1.3048 5.4886 5.5185
Cl19 0.5214 3.9126 5.5283
Cl20 2.2135 5.7761 4.0231
H29 0.5418 6.2537 5.6004
H30 1.9966 5.5443 6.3503
C17 0.9165 -2.3431 7.0576
Cl21 -0.1811 -1.3756 8.0585
Cl22 2.5624 -1.6932 7.0752
H31 0.9428 -3.3501 7.4555
H32 0.5545 -2.3304 6.0330
C18 4.3582 -6.3065 -2.5842
Cl23 3.6192 -7.9036 -2.7728
Cl24 5.0155 -5.7139 -4.1155
H33 3.5992 -5.6138 -2.2402
H34 5.1636 -6.3777 -1.8632

3.
Formula: C18H34ClNO6S
Source: the OMol25 dataset
Level of theory: wB97M-V/def2-TZVPD

## Properties
total energy	-2070.713229	a.u.
orbital gap	0.3287	hartree
total charge	0
SMILES	C=C[C@](C[C@H](C)O)(NCCC)OC(=O)CCCCS(=O)(=O)Cl.C1CCOC1
LUMO	0.16	eV

Element x y z (Å)
C1 1.2276 1.2307 -0.5817
C2 1.2661 -0.1212 -0.5851
C3 0.0812 -1.0135 -0.8850
C4 -1.0188 -0.2906 -1.6938
C5 -1.7772 -1.1526 -2.6955
C6 -2.7905 -0.2451 -3.4364
O1 -2.4901 -2.1390 -1.9639
N1 -0.4600 -1.5000 0.3680
C7 -0.9012 -0.4690 1.3279
C8 -2.3492 -0.7630 1.7889
C9 -3.0982 0.5697 1.9804
O2 0.4817 -2.2320 -1.5763
C10 1.6338 -2.2217 -2.2972
O3 2.6428 -2.6713 -1.8235
C11 1.6344 -1.7335 -3.7265
C12 1.9231 -0.2455 -3.9090
C13 3.3612 0.1459 -3.5436
C14 3.6577 1.5624 -4.0883
S1 4.2280 2.7223 -2.8516
O4 4.5479 2.0591 -1.6295
O5 5.2375 3.5385 -3.4553
Cl1 2.6101 3.9506 -2.5710
H1 0.8948 1.8531 -1.4064
H2 1.6127 1.7706 0.2803
H3 2.1965 -0.6094 -0.2939
H4 -1.7882 0.1095 -1.0318
H5 -0.6030 0.5490 -2.2476
H6 -1.1252 -1.5705 -3.4603
H7 -3.7449 -0.2658 -2.9152
H8 -2.4200 0.7740 -3.5408
H9 -2.9517 -0.6396 -4.4422
H10 -2.7940 -2.8124 -2.5793
H11 0.2811 -2.0546 0.7840
H12 -0.2757 -0.5190 2.2171
H13 -0.9133 0.5243 0.8861
H14 -2.8435 -1.3026 0.9816
H15 -2.3602 -1.3178 2.7261
H16 -3.1413 1.0772 1.0147
H17 -4.0958 0.4265 2.3894
H18 -2.4763 1.1877 2.6290
H19 0.7254 -2.0142 -4.2568
H20 2.4412 -2.2786 -4.2179
H21 1.7854 -0.0279 -4.9725
H22 1.2300 0.4088 -3.3783
H23 4.0384 -0.5421 -4.0455
H24 3.4896 0.1326 -2.4647
H25 2.7504 1.9798 -4.5233
H26 4.4108 1.5369 -4.8706
C15 -1.9363 -0.0028 6.5740
C16 -0.4915 0.3265 6.9436
C17 0.1862 0.3191 5.5790
O6 -0.8019 0.7418 4.6350
C18 -2.0905 0.7378 5.2534
H27 -2.6650 0.3083 7.3207
H28 -2.0457 -1.0785 6.4182
H29 -0.4373 1.3238 7.3854
H30 -0.0431 -0.3790 7.6413
H31 0.5181 -0.6889 5.3065
H32 1.0432 0.9910 5.5256
H33 -2.3969 1.7770 5.4169
H34 -2.8105 0.2669 4.5874

4.
Formula: C18H34F10O6Si
Source: the OMol25 dataset
Level of theory: wB97M-V/def2-TZVPD

## Properties
total energy	-2445.515795	a.u.
orbital gap	0.3143	hartree
total charge	0
SMILES	FC(F)(F)CC[SiH2]C(F)(F)C(F)(F)C(F)(F)F.COCCOCCOC.COCCOCCOC
LUMO	-0.59	eV

Element x y z (Å)
F1 2.6339 1.6038 4.1387
C1 2.2721 2.9440 3.5913
F2 2.8219 4.0048 4.4882
F3 2.7857 3.0137 2.1998
C2 0.6079 3.0873 3.6534
C3 -0.0052 4.0561 2.4841
Si1 -1.4337 5.2136 3.0120
C4 -2.7943 4.4832 4.1200
F4 -4.0789 5.2177 3.8323
F5 -2.4886 4.7861 5.5607
C5 -3.0973 2.8912 4.0150
F6 -4.4261 2.6740 4.7036
F7 -2.1410 2.0210 4.7972
C6 -3.2840 2.2773 2.5094
F8 -3.9402 3.1776 1.5322
F9 -4.2323 1.1095 2.6678
F10 -2.0191 1.6418 1.9819
H1 0.2896 3.4363 4.7271
H2 0.2117 1.9850 3.4240
H3 -0.3156 3.4789 1.4865
H4 0.8960 4.7610 2.1400
H5 -0.8407 6.3702 3.7311
H6 -2.0327 5.8048 1.7925
C7 -4.2366 1.3639 -1.0828
O1 -3.0595 1.1448 -1.8401
C8 -2.1212 0.3122 -1.1550
C9 -1.1599 -0.3408 -2.1513
O2 -1.7301 -1.4783 -2.8121
C10 -2.7060 -1.1882 -3.8214
C11 -2.0863 -0.6230 -5.1033
O3 -1.8139 0.7710 -4.9496
C12 -0.8704 1.2402 -5.8992
H7 -3.9981 1.8595 -0.1371
H8 -4.9038 2.0070 -1.6619
H9 -4.7503 0.4159 -0.8948
H10 -2.6426 -0.4650 -0.5865
H11 -1.5583 0.9513 -0.4652
H12 -0.3066 -0.7284 -1.5886
H13 -0.7626 0.3784 -2.8721
H14 -3.4987 -0.5481 -3.4325
H15 -3.1661 -2.1524 -4.0658
H16 -2.7946 -0.7312 -5.9320
H17 -1.1657 -1.1680 -5.3368
H18 0.0851 0.7215 -5.7729
H19 -0.7074 2.3068 -5.7234
H20 -1.2468 1.1004 -6.9160
C13 6.0108 -4.8446 -1.2285
O4 4.7246 -4.7698 -0.6393
C14 4.7757 -4.8556 0.7866
C15 3.5165 -4.2419 1.4038
O5 3.5642 -2.8100 1.4595
C16 3.3795 -2.1313 0.2104
C17 1.9280 -2.1681 -0.2781
O6 1.6471 -3.4212 -0.9041
C18 0.2549 -3.6821 -0.9792
H21 6.4920 -5.7954 -0.9809
H22 5.8970 -4.7765 -2.3133
H23 6.6317 -4.0074 -0.8947
H24 5.6609 -4.3373 1.1699
H25 4.8343 -5.9179 1.0494
H26 3.4584 -4.5720 2.4442
H27 2.6049 -4.5893 0.9107
H28 4.0757 -2.4973 -0.5451
H29 3.6431 -1.0857 0.4065
H30 1.7726 -1.3833 -1.0265
H31 1.2522 -2.0044 0.5678
H32 -0.1763 -3.7335 0.0255
H33 0.1127 -4.6518 -1.4635
H34 -0.2489 -2.9121 -1.5696

5.
Formula: C18H34MoN5O6SbSe5
Source: the OMol25 dataset
Level of theory: wB97M-V/def2-TZVPD

## Properties
multiplicity	3
total energy	-13747.072217	a.u.
orbital gap (spin up / spin down)	0.2283 / 0.2172	hartree
total charge	-2
LUMO (spin up / spin down)	4.01 / 3.58	eV

Element x y z (Å)
Mo1 -0.6074 -0.0217 -0.6761
C1 -0.1323 1.5850 1.6283
C2 -1.4736 1.1474 1.1397
C3 -1.8365 0.0824 2.1607
C4 -0.7891 -0.0622 3.0163
C5 0.2508 0.9072 2.7310
C6 1.4136 1.1717 3.6655
C7 2.3424 -0.0479 3.7460
C8 0.8383 1.4379 5.0674
C9 2.2153 2.3961 3.2390
C10 -3.1215 -0.7256 2.3951
C11 -2.7772 -2.1228 2.9392
C12 -4.0174 -0.8996 1.1552
C13 -3.9386 -0.0296 3.5066
C14 -2.3701 2.4333 0.9697
C15 -1.7573 3.4173 -0.0369
C16 -3.8163 2.1821 0.5458
C17 -2.4160 3.1594 2.3293
H1 0.3988 2.4241 1.2100
H2 -0.7376 -0.7906 3.8185
H3 1.7803 -0.9627 3.9571
H4 3.0862 0.0870 4.5401
H5 2.8840 -0.1814 2.8038
H6 0.3047 0.5670 5.4585
H7 0.1342 2.2727 5.0315
H8 1.6453 1.6887 5.7666
H9 2.5944 2.3022 2.2204
H10 3.0605 2.5386 3.9244
H11 1.5901 3.2944 3.2815
H12 -2.1014 -2.6454 2.2585
H13 -3.7006 -2.7075 3.0235
H14 -2.3192 -2.0805 3.9313
H15 -4.0395 -1.9330 0.8175
H16 -3.6885 -0.3113 0.3089
H17 -5.0499 -0.6115 1.3651
H18 -3.3366 0.0774 4.4142
H19 -4.8257 -0.6317 3.7406
H20 -4.2797 0.9619 3.2076
H21 -1.6123 2.9678 -1.0157
H22 -0.7953 3.8144 0.2904
H23 -2.4429 4.2639 -0.1576
H24 -3.8824 1.7082 -0.4306
H25 -4.3273 3.1500 0.4859
H26 -4.3634 1.5666 1.2575
H27 -1.4245 3.5171 2.6189
H28 -2.7786 2.5021 3.1251
H29 -3.0864 4.0240 2.2632
N1 1.3990 -0.7652 0.3849
N2 2.4288 -1.2613 -0.4331
C18 2.3304 -1.3081 -1.7928
N3 3.5016 -1.6248 -2.3958
N4 1.1093 -1.1964 -2.2961
N5 0.9729 -1.3093 -3.6945
O1 -0.1529 -1.4058 -4.0873
O2 1.9509 -1.2856 -4.4648
H30 1.7010 0.1596 0.7165
H31 1.2448 -1.4074 1.1497
H32 3.3510 -1.0360 -0.0943
H33 4.3063 -1.2595 -1.9099
H34 3.4665 -1.3878 -3.3815
Se1 -3.2383 -2.7620 -4.6629
Sb1 -3.4078 -1.6246 -2.5525
Se2 -2.1953 0.6471 -2.3321
Se3 -1.3683 -2.1991 -0.5358
Se4 -5.6971 -1.4399 -1.8015
O3 3.0031 1.2605 -2.4606
Se5 2.2202 2.0569 -1.2624
O4 2.8385 1.6271 0.2098
O5 0.5831 1.4259 -1.2437
O6 2.0529 3.6629 -1.4636

6.
Formula: C18H34N2O3PRhSTe
Source: the OMol25 dataset
Level of theory: wB97M-V/def2-TZVPD

## Properties
multiplicity	5
total energy	-2159.087254	a.u.
orbital gap (spin up / spin down)	0.3099 / 0.2400	hartree
total charge	+2
LUMO (spin up / spin down)	-4.92 / -8.29	eV

Element x y z (Å)
Rh1 0.4137 0.0840 -0.0840
C1 -1.4137 1.9443 1.5653
C2 -1.2259 0.8279 2.5817
N1 -0.0459 0.0027 2.2566
C3 -0.1452 -1.4033 2.6814
C4 -1.2024 -2.1843 1.8986
S1 -1.2876 -1.7620 0.1277
C5 -2.7415 -0.6381 0.0649
C6 -2.4848 0.7915 -0.4174
N2 -1.3041 1.4651 0.1699
H1 -0.6308 2.6909 1.7031
H2 -2.3746 2.4353 1.7348
H3 -2.1021 0.1839 2.6061
H4 -1.1388 1.2705 3.5745
H5 0.7775 0.4050 2.6888
H6 -0.3836 -1.4868 3.7456
H7 0.8327 -1.8563 2.5265
H8 -2.2061 -2.0548 2.3009
H9 -0.9789 -3.2485 1.9452
H10 -3.1960 -0.6583 1.0523
H11 -3.4478 -1.1045 -0.6192
H12 -3.3897 1.3717 -0.2190
H13 -2.3306 0.7874 -1.4959
H14 -1.0812 2.2553 -0.4287
Te1 2.7718 1.3557 0.1806
C7 4.6338 0.4618 0.1152
C8 4.8865 -0.7443 0.7662
C9 6.1720 -1.2606 0.7335
C10 7.1803 -0.5750 0.0654
C11 6.9098 0.6200 -0.5905
C12 5.6304 1.1532 -0.5670
H15 4.1002 -1.2731 1.2906
H16 6.3868 -2.1972 1.2310
H17 8.1869 -0.9721 0.0623
H18 7.6985 1.1464 -1.1116
H19 5.4196 2.0869 -1.0732
C13 -2.0699 -0.1919 -4.6252
C14 -0.8992 -1.0457 -4.2129
O1 0.2774 -0.2254 -3.9484
P1 0.7085 0.3047 -2.5260
O2 0.4674 1.8784 -2.5128
C15 0.7793 2.7555 -3.6517
C16 -0.4938 3.3566 -4.1832
O3 2.3122 0.2615 -2.6982
C17 2.9937 -0.9840 -3.0449
C18 3.7471 -0.7983 -4.3349
H20 -2.8995 -0.8383 -4.9147
H21 -1.8114 0.4271 -5.4845
H22 -2.4069 0.4574 -3.8129
H23 -0.6023 -1.7212 -5.0082
H24 -1.1231 -1.6425 -3.3253
H25 1.3079 2.1770 -4.4064
H26 1.4519 3.5159 -3.2630
H27 -1.0928 2.6189 -4.7196
H28 -0.2501 4.1673 -4.8718
H29 -1.0924 3.7748 -3.3714
H30 2.2635 -1.7918 -3.1291
H31 3.6639 -1.2119 -2.2177
H32 3.0601 -0.6104 -5.1602
H33 4.3222 -1.6982 -4.5581
H34 4.4378 0.0420 -4.2538

7.
Formula: C18H34N3O2PtSSi3
Source: the OMol25 dataset
Level of theory: wB97M-V/def2-TZVPD

## Properties
total energy	-2407.268015	a.u.
orbital gap	0.2735	hartree
total charge	-1
LUMO	2.71	eV

Element x y z (Å)
Pt1 -0.2312 -1.2687 -0.4446
N1 -2.6551 -4.8331 -0.9254
C1 -1.7181 -3.8151 -0.9128
S1 -2.1120 -2.4245 0.0496
N2 -0.6539 -3.9877 -1.6320
N3 0.2184 -2.9092 -1.5830
C2 1.2546 -3.0398 -2.3309
C3 2.3823 -2.1389 -2.4187
C4 3.3865 -2.4690 -3.3441
C5 4.5445 -1.7386 -3.4655
C6 4.7280 -0.6384 -2.6151
C7 3.7664 -0.2899 -1.6990
C8 2.5456 -1.0047 -1.5770
O1 1.6942 -0.6084 -0.6812
H1 -3.3069 -4.8160 -0.1599
H2 -2.2927 -5.7395 -1.1693
H3 1.2928 -3.9470 -2.9302
H4 3.2310 -3.3428 -3.9689
H5 5.3003 -2.0142 -4.1889
H6 5.6384 -0.0535 -2.6778
H7 3.9180 0.5539 -1.0382
C9 1.6115 -1.7516 2.4841
O2 0.6771 -0.7573 2.8393
Si1 0.4265 0.6934 2.0467
C10 2.1079 1.4717 1.7409
C11 -0.3097 1.6703 3.4813
C12 -0.6855 0.6161 0.5429
Si2 -2.4709 0.6653 1.1339
C13 -3.7998 0.4179 -0.1949
C14 -2.7772 -0.6350 2.4850
C15 -3.0528 2.3025 1.9231
Si3 -0.3834 2.0442 -0.6621
C16 -1.7139 2.1016 -1.9989
C17 -0.4136 3.7689 0.1661
C18 1.2220 2.0882 -1.6564
H8 1.4027 -2.6449 3.0764
H9 2.6344 -1.4199 2.6961
H10 1.5466 -2.0171 1.4266
H11 2.6452 1.5464 2.6922
H12 2.0230 2.4802 1.3259
H13 2.6829 0.8650 1.0469
H14 0.3862 1.6114 4.3222
H15 -1.2648 1.2635 3.8134
H16 -0.4564 2.7231 3.2333
H17 -3.5099 -0.2473 -1.0044
H18 -4.1013 1.3775 -0.6147
H19 -4.6792 -0.0106 0.2975
H20 -3.4422 -1.4272 2.1347
H21 -3.2553 -0.1608 3.3464
H22 -1.8517 -1.1065 2.8189
H23 -2.5551 3.1930 1.5419
H24 -2.9249 2.2956 3.0061
H25 -4.1223 2.4140 1.7198
H26 -2.6752 2.4475 -1.6203
H27 -1.8540 1.1182 -2.4526
H28 -1.3963 2.7995 -2.7802
H29 -0.2417 3.7383 1.2423
H30 -1.3640 4.2807 0.0002
H31 0.3706 4.3905 -0.2720
H32 1.1103 1.5461 -2.5997
H33 2.0535 1.6475 -1.1207
H34 1.4692 3.1256 -1.8945

What is the total energy in the fourth record?
-2445.515795 a.u.